1.
DFT (the ωB97M-V functional and the def2-TZVPD basis) results for a molecular structure, C17H22Cl2I2N2O2SiW.

Results
* DFT total energy: -2792.933927 Ha
* net charge: +2
* Kohn-Sham gap: 5.13 eV

XYZ file:
```
49
Properties=species:S:1:pos:R:3:forces:R:3:mulliken_charge:R:1
W -0.912094 1.069591 -0.263696 -1.056 -0.852 2.064 1.3725
I 4.130894 0.637111 5.533660 0.129 -0.028 0.113 0.2274
C 2.574662 0.856763 4.197232 -0.195 0.001 -0.006 -0.5781
C 1.258107 0.755963 4.639950 0.074 0.004 -0.062 -0.0415
C 0.216778 0.911657 3.738215 -0.234 -0.074 0.329 -0.5470
I -1.758602 0.713524 4.354796 0.019 0.019 -0.070 0.1321
C 0.510480 1.177383 2.418812 -0.616 0.041 -0.449 0.4304
O -0.539912 1.322769 1.503951 0.844 -0.080 -0.655 -0.3751
C 1.805005 1.268818 1.944351 0.476 0.027 -0.105 0.7981
C 2.137035 1.588552 0.511263 -0.127 -0.192 -0.136 -0.8116
N 1.265448 0.849994 -0.470304 0.306 0.401 -0.196 -0.7872
C 1.713357 1.121856 -1.866336 0.025 -0.047 0.164 -0.9592
C 0.618103 0.845462 -2.854138 0.121 0.154 -0.016 0.6980
C 0.874853 0.774534 -4.206701 -0.050 -0.133 -0.106 -0.8499
C -0.181558 0.569181 -5.079208 0.039 0.007 -0.061 -0.3172
C -1.469042 0.435744 -4.574627 -0.070 -0.020 -0.057 -0.7938
C -1.663869 0.531130 -3.219086 0.117 0.038 0.053 -0.3319
N -0.632363 0.749376 -2.374039 0.208 -0.031 -0.051 0.0771
C 2.841158 1.098618 2.855677 -0.053 -0.011 -0.085 -1.0034
H 1.043109 0.548899 5.679174 0.005 0.010 -0.001 0.4259
H 3.165826 1.292895 0.304857 0.044 0.052 0.039 0.5769
H 2.036363 2.649047 0.291566 -0.061 0.048 0.031 0.3923
H 1.380918 -0.146124 -0.287042 -0.080 -0.057 0.014 0.3396
H 2.595855 0.522128 -2.089288 0.027 -0.003 -0.021 0.6510
H 1.995516 2.172500 -1.928478 -0.020 0.029 -0.022 0.3685
H 1.889402 0.875751 -4.568441 -0.012 -0.022 -0.003 0.5435
H -0.003891 0.508918 -6.145183 -0.004 0.003 0.016 0.4586
H -2.317358 0.260887 -5.220932 0.024 0.010 -0.014 0.4616
H -2.648348 0.436522 -2.784579 -0.029 -0.006 0.018 0.5723
H 3.866635 1.162699 2.514232 -0.010 0.008 -0.001 0.4597
Cl -3.313140 0.499407 -0.089123 -0.070 0.164 -0.002 -0.0042
C -2.710635 2.204633 -0.081672 0.184 -0.162 -0.246 -0.4898
Cl -0.293086 3.271795 -0.825103 0.206 0.402 -0.213 -0.2673
H -2.882650 2.672164 0.881310 -0.044 -0.002 0.049 0.4444
H -3.093362 2.755778 -0.931885 -0.072 -0.018 -0.028 0.4322
C 0.302713 -2.595718 1.825845 0.208 0.046 0.195 -0.8291
Si -0.927043 -2.407987 0.470343 0.099 0.324 -0.074 0.1026
C -2.649755 -2.578883 1.080922 -0.351 0.015 0.049 -1.0286
C -0.585582 -3.486138 -0.975510 0.029 -0.133 -0.288 -1.0565
O -0.704976 -0.783230 -0.095260 -0.051 0.141 -0.235 0.0019
H 0.138964 -3.552882 2.329015 0.048 0.020 -0.005 0.4598
H 0.203962 -1.809589 2.579892 -0.002 -0.044 -0.006 0.2039
H 1.329959 -2.594752 1.451492 -0.012 -0.003 0.044 0.3200
H -2.746895 -3.582906 1.505380 -0.054 0.023 -0.004 0.4076
H -3.390590 -2.501325 0.280271 -0.001 -0.024 0.050 0.3332
H -2.903035 -1.869926 1.873147 0.033 -0.025 -0.017 0.3236
H -0.804293 -4.523767 -0.707819 0.023 0.013 -0.033 0.3985
H 0.457329 -3.446297 -1.298128 -0.029 0.006 0.018 0.3378
H -1.220338 -3.232522 -1.828799 0.015 -0.037 0.023 0.3201
```
Positions in Å, forces in eV/Å.



2.
DFT (the ωB97M-V functional and the def2-TZVPD basis) results for a molecular structure, C17H22Cl2I2N2O2SiW.

Results
* DFT total energy: -2792.953800 Ha
* net charge: +2
* Kohn-Sham gap: 5.88 eV

XYZ file:
```
49
Properties=species:S:1:pos:R:3:forces:R:3:mulliken_charge:R:1
W 0.328296 0.843284 0.853543 0.200 -0.133 -0.062 1.8367
I -7.327493 1.533406 0.574044 -0.003 0.002 0.001 0.2196
C -5.268540 1.607675 0.803030 0.018 -0.009 0.003 -0.4933
C -4.720517 2.180282 1.945560 0.000 0.007 0.005 -0.0732
C -3.341570 2.233096 2.108512 -0.036 -0.018 -0.037 -0.6735
I -2.475625 3.031404 3.813169 0.018 0.012 0.025 0.1385
C -2.552217 1.718382 1.098554 0.023 -0.022 -0.004 0.6267
O -1.172195 1.757785 1.219816 -0.133 0.137 0.036 -0.7225
C -3.067830 1.124690 -0.047806 0.000 0.016 0.012 0.7572
C -2.134046 0.565367 -1.086285 0.003 -0.007 0.003 -0.6321
N -1.111122 -0.325961 -0.442805 -0.019 0.016 -0.012 -0.7590
C -0.340336 -1.107501 -1.432317 0.013 -0.005 0.003 -1.0207
C 0.899807 -1.655536 -0.786399 -0.023 0.012 -0.008 0.6706
C 1.557725 -2.765416 -1.273653 0.012 -0.007 -0.004 -0.8659
C 2.757521 -3.152271 -0.694187 -0.011 0.008 0.007 -0.3859
C 3.274066 -2.407313 0.356659 0.008 -0.010 -0.005 -0.8717
C 2.565184 -1.319007 0.810358 -0.015 0.002 0.009 -0.2403
N 1.384900 -0.958359 0.263277 0.039 -0.026 0.015 0.3781
C -4.444977 1.069374 -0.184148 -0.013 -0.007 -0.007 -0.8948
H -5.364853 2.581374 2.715781 -0.001 -0.001 -0.001 0.3908
H -1.585706 1.348478 -1.612266 0.003 -0.002 0.003 0.1807
H -2.694590 -0.012139 -1.822251 -0.008 0.003 0.003 0.5289
H -1.625251 -0.982536 0.142222 0.000 0.003 0.003 0.4551
H -0.050173 -0.430750 -2.238806 -0.002 0.002 0.000 0.0316
H -0.949292 -1.903553 -1.861724 -0.002 0.000 0.004 0.7170
H 1.136405 -3.316340 -2.103554 -0.001 0.002 -0.001 0.5284
H 3.285772 -4.021294 -1.063374 0.002 0.000 0.000 0.4746
H 4.213989 -2.662814 0.824222 0.000 0.001 0.000 0.4778
H 2.941214 -0.701652 1.613048 0.000 0.000 -0.002 0.5592
H -4.881862 0.613886 -1.063595 0.001 0.001 0.000 0.4592
Cl -0.649842 -0.871297 2.572423 0.007 0.007 -0.030 -0.0006
C 0.695201 0.272328 2.879832 -0.002 0.009 0.020 -0.6778
Cl 2.029084 2.249345 1.614184 -0.048 -0.012 -0.026 -0.3219
H 1.585004 -0.259373 3.191591 -0.001 0.001 0.009 0.5372
H 0.366047 1.018643 3.598164 0.008 0.003 0.003 0.4308
C 1.256796 1.820604 -3.537282 0.002 0.014 -0.019 -1.1072
Si 2.009588 2.203147 -1.886710 0.022 -0.001 0.013 0.2128
C 3.587362 1.273871 -1.597138 0.005 -0.013 0.004 -0.8807
C 2.057668 4.011792 -1.529234 0.008 -0.008 -0.007 -1.0080
O 0.857815 1.485711 -0.769158 -0.059 0.022 0.032 -0.2319
H 1.853511 2.295920 -4.320232 -0.001 -0.003 0.000 0.4522
H 0.244671 2.221022 -3.627561 -0.002 -0.006 0.001 0.3590
H 1.238912 0.752776 -3.766296 0.003 -0.004 0.007 0.3423
H 4.344303 1.585567 -2.320683 -0.011 0.017 -0.004 0.4874
H 3.447005 0.197210 -1.731932 0.000 0.008 0.002 0.2433
H 3.993187 1.457825 -0.601237 0.002 -0.003 -0.002 0.3017
H 2.538164 4.243791 -0.580003 -0.001 -0.011 0.005 0.3298
H 1.056621 4.447111 -1.529240 -0.004 -0.006 0.000 0.3392
H 2.625221 4.507164 -2.321712 0.000 0.005 0.005 0.3946
```
Positions in Å, forces in eV/Å.